No. 1
{"formula": "C5H10O2", "method": "ωB97M-V/def2-TZVPD", "homo_energy_ev": -9.80, "smiles": "C[C@@H](O)[C@H]1CCO1", "largest_force_ev_per_a": 0.916, "e_lumo_ev": 0.93, "homo_lumo_gap_ev": 10.737, "e_above_lowest_ev": 2.401, "energy_ev": -9440.6418, "species": ["H", "C", "H", "H", "C", "O", "H", "C", "H", "C", "H", "H", "H", "H", "C", "H", "O"], "xyz": [[-1.14913, 1.60461, -1.00933], [-1.76822, 0.58722, 0.86594], [0.29316, -2.23373, -0.05989], [1.77489, -1.82211, 0.83023], [0.26946, 0.47295, 0.43097], [-0.70491, -0.33628, 1.11655], [0.97056, 0.92385, 1.14354], [1.11093, -0.33641, -0.60280], [-0.18807, 0.33067, -1.72993], [1.28278, -1.77874, -0.14447], [2.09748, 0.14756, -0.71662], [1.87168, -2.35947, -0.86390], [-2.59923, 0.11637, 0.32497], [-0.72185, 2.50635, 0.44206], [-0.85162, 1.49772, 0.04093], [-2.15938, 1.03064, 1.79169], [0.47149, -0.35123, -1.85993]], "forces_ev_per_angstrom": [[0.2, -0.1, 0.1], [-0.2, 0.1, 0.0], [0.2, 0.0, 0.0], [0.0, 0.0, 0.0], [0.3, 0.0, 0.0], [0.0, -0.2, 0.1], [-0.1, -0.1, 0.1], [0.0, 0.0, 0.5], [-0.3, 0.1, -0.9], [0.0, 0.0, 0.1], [-0.3, 0.0, 0.1], [-0.1, 0.3, 0.1], [0.2, 0.1, 0.1], [0.1, -0.2, -0.1], [0.1, 0.0, -0.1], [0.1, -0.1, -0.1], [-0.2, 0.1, 0.0]], "lowdin_charge": [0.104, -0.166, 0.083, 0.085, -0.246, -0.097, 0.144, -0.384, 0.045, -0.042, 0.141, 0.085, 0.119, 0.110, -0.073, 0.116, -0.025]}

***

No. 2
{"formula": "C7H5NS", "method": "ωB97M-V/def2-TZVPD", "homo_energy_ev": -9.52, "largest_force_ev_per_a": 4.411, "e_lumo_ev": -1.12, "homo_lumo_gap_ev": 8.404, "e_above_lowest_ev": 5.242, "energy_ev": -19660.0479, "species": ["C", "C", "H", "N", "C", "C", "C", "H", "C", "S", "C", "H", "H", "H"], "xyz": [[-2.36197, -1.24981, -0.01067], [1.30652, -1.18483, -0.88684], [1.06724, -1.91083, -1.62195], [-3.06458, -1.99546, 0.49333], [0.37457, -0.29351, -0.49547], [-0.61762, 1.31172, 0.41236], [-0.90497, 0.34074, -0.75740], [-1.49315, 0.58955, -1.61405], [0.69069, 0.56723, 0.59084], [2.69376, -0.99012, 0.10369], [1.93831, 0.38798, 1.02086], [-1.45510, 1.17494, 1.08307], [2.49745, 0.85817, 1.71941], [-0.67115, 2.39424, -0.03719]], "forces_ev_per_angstrom": [[2.5, 3.2, -1.6], [-0.2, 0.3, 0.5], [0.7, -0.7, -0.5], [-1.0, -1.2, 0.7], [-0.2, 0.3, -0.4], [-1.8, 1.7, -1.6], [-1.3, -1.9, 1.8], [0.1, -0.2, -0.6], [-0.1, -0.1, -1.0], [-0.9, 1.0, 0.5], [-0.3, -2.2, -2.0], [0.3, 0.3, 0.9], [1.7, 1.3, 2.1], [0.6, -1.8, 1.2]], "lowdin_charge": [-0.181, -0.324, 0.083, -0.045, -0.372, -0.077, 0.023, 0.097, -0.263, 1.011, -0.241, 0.103, 0.030, 0.157]}

***

No. 3
{"formula": "C27H73N8O9P2", "method": "ωB97M-V/def2-TZVPD", "homo_energy_ev": -10.45, "largest_force_ev_per_a": 7.911, "total_charge": 1, "e_lumo_ev": -3.90, "homo_lumo_gap_ev": 6.555, "energy_ev": -78092.7649, "species": ["H", "H", "H", "H", "H", "H", "H", "H", "C", "H", "C", "H", "N", "H", "H", "C", "O", "H", "H", "C", "H", "H", "O", "H", "O", "C", "H", "H", "H", "H", "H", "H", "H", "H", "H", "H", "O", "C", "H", "C", "H", "H", "C", "H", "C", "H", "C", "N", "H", "O", "H", "H", "H", "C", "C", "P", "N", "H", "H", "H", "H", "C", "C", "H", "C", "H", "H", "H", "C", "H", "H", "H", "H", "N", "H", "H", "H", "H", "N", "O", "H", "N", "O", "C", "C", "C", "C", "C", "C", "H", "C", "H", "H", "H", "C", "H", "H", "H", "C", "H", "H", "H", "H", "H", "H", "H", "H", "O", "O", "H", "H", "P", "N", "C", "H", "H", "N", "H", "C"], "xyz": [[3.41223, -1.60345, 4.30889], [-7.91746, 5.12144, 3.20551], [-1.35244, -4.62493, -3.41197], [-9.77683, 3.95656, -0.73775], [2.07398, 0.69148, 4.51131], [-5.05402, 2.31133, 4.84351], [-5.68859, 3.97337, -1.78344], [4.43964, -2.28333, -8.74426], [-7.13675, 5.08519, -0.69843], [2.01078, 0.13038, -7.45729], [1.91624, -0.89650, -7.08730], [-4.42147, 4.27959, 1.84002], [1.49506, -3.05146, 3.86846], [-0.73487, 2.49131, 3.44149], [-9.79015, 4.61249, -2.40943], [-1.76039, -0.83218, -1.74832], [-8.83182, 2.77077, -2.14098], [1.43576, -1.94766, 2.03705], [-5.36689, 2.29970, 3.10031], [-9.84172, 3.70633, -1.79854], [-1.92684, 0.24771, -1.74984], [3.92406, 0.71819, 4.43330], [-1.87648, -1.29723, -3.08373], [-3.04967, 4.96330, 2.31710], [3.83385, -1.40665, 2.26684], [7.45118, -4.48059, 2.90146], [0.63789, -1.00848, 3.53196], [8.56790, -6.58163, 0.51055], [-7.53014, 2.45704, -0.10425], [2.45151, -4.49233, -4.78044], [-0.80367, -3.87747, -1.03144], [3.80367, 6.00878, 2.40503], [-5.22464, 4.74647, 5.30784], [1.13380, -3.56565, -5.52376], [-1.03205, -2.52093, -4.44752], [-7.22547, 4.14962, 4.51792], [6.64889, -6.14864, 1.22744], [-6.68763, 3.79153, -1.37148], [-3.69206, -2.92341, -3.04145], [-1.86692, -3.78877, -2.92501], [2.40553, -3.50286, 3.60836], [-0.13634, -2.43403, -2.94000], [2.56053, -1.87316, -8.06736], [8.57074, -3.67801, 1.19553], [-4.84158, 4.97968, 4.30713], [-6.95443, 3.70451, 2.79895], [2.15675, -3.34387, -7.82936], [-3.56482, 4.08482, 2.36366], [-7.39165, 5.84648, -1.44119], [-5.90350, 5.36333, 3.43850], [-7.76654, 4.17938, -3.24593], [2.38362, -0.92018, -6.10035], [2.46402, -3.92348, -8.70671], [-1.14903, -2.49272, -3.35832], [8.70984, -3.91061, 2.25352], [-0.11962, 1.42571, 1.59636], [2.62348, 2.75142, 3.22808], [3.03977, 3.80431, 1.27619], [2.33307, 1.99946, 0.12637], [-2.53665, -1.28173, -1.12633], [-10.81208, 3.23262, -1.96435], [-1.81224, -4.04383, -1.42127], [7.61821, -6.14266, 0.19093], [1.71849, 2.70146, 3.71910], [-7.04995, 4.52994, 3.50719], [-3.29931, -3.72436, -4.37454], [-4.21524, 5.87215, 4.41656], [7.77124, -5.12490, -0.17342], [2.97277, 0.52058, 3.78306], [7.59934, -4.43512, 3.98607], [-2.08551, -5.08189, -1.20217], [6.41726, -6.33762, 3.22251], [-8.00022, 4.94248, -0.04502], [4.01887, -1.70020, -8.02236], [4.34740, -2.12158, -7.15112], [1.06830, -3.45495, -7.75121], [1.83669, 4.58225, 2.44361], [3.83278, 5.14265, 4.06815], [-3.27043, -3.79871, -3.35869], [-0.56109, 1.51934, 3.25690], [-6.33092, 5.48762, -0.07412], [-6.57908, 2.73786, -0.35223], [-0.86503, 0.16901, 1.03447], [2.98436, -1.02787, 3.38169], [7.18103, -5.95533, 2.53620], [1.48658, -1.69746, 3.17772], [3.98255, 4.98437, 2.93907], [5.75078, 1.60487, 1.92820], [2.82237, 3.95285, 2.39086], [-2.50396, -3.41097, -0.86117], [-7.59468, 3.35612, -2.54194], [5.48821, -3.94992, 3.06852], [0.84980, -1.10809, -6.96640], [9.00138, -2.97667, 2.74689], [-4.59951, 2.46156, 3.86019], [8.07145, -6.57701, 2.68754], [2.21425, -1.59812, -9.06983], [7.22749, -6.73288, -0.64109], [-3.95442, 3.84119, 3.76050], [4.46224, -2.10407, 2.58586], [-7.06908, 2.57517, -3.10248], [6.07238, -3.80914, 1.58023], [-0.77049, -1.02881, -1.32668], [5.04378, 4.62218, 2.68481], [-3.84567, 1.67843, 3.72003], [-6.18791, 1.90277, -0.78577], [2.66704, -2.76411, -5.04123], [2.80628, -3.96005, -6.71839], [-0.71750, 2.79671, 0.68931], [-1.66331, 2.90020, 1.00127], [1.57357, -2.82196, 4.87435], [2.00439, 1.09753, 1.22531], [6.30785, -3.62266, 2.55770], [2.22133, -3.66853, -5.46046], [9.54731, -4.60792, 2.34350], [-3.04379, 3.81536, 4.37086], [3.01725, 1.53051, 2.66007], [6.83020, 1.18529, 1.81483], [4.48558, 1.68452, 2.31545]], "forces_ev_per_angstrom": [[-0.9, 1.5, -1.3], [0.1, 0.1, 0.1], [0.0, 0.1, -0.1], [-0.1, 0.2, 0.0], [1.3, 0.0, -1.8], [0.0, 0.0, -0.1], [-0.1, -0.1, -0.1], [0.0, 0.2, 0.0], [0.2, 0.3, 0.1], [0.0, -0.2, 0.0], [-0.2, 0.3, -0.1], [0.1, -0.3, 0.0], [0.7, 1.6, 0.0], [0.0, -1.4, 0.0], [0.1, 0.0, 0.1], [-0.3, 0.1, -0.2], [0.3, 0.4, -0.2], [-0.3, 0.9, 2.1], [0.1, 0.1, 0.0], [-0.1, -0.3, 0.1], [0.0, -0.1, -0.1], [-1.8, 0.0, -1.4], [0.5, -0.3, 0.0], [-0.1, 0.0, 0.0], [-0.1, 0.1, 1.3], [0.2, -0.1, -0.3], [1.2, -1.3, -0.5], [0.0, 0.1, 0.0], [0.2, 0.1, 0.0], [0.0, 0.0, -0.1], [-0.1, 0.0, 0.0], [0.4, -1.9, 1.0], [0.0, -0.2, -0.1], [0.0, 0.1, 0.0], [-0.1, 0.1, 0.1], [0.1, 0.0, 0.0], [0.3, 0.0, 0.4], [-0.4, 0.0, 0.1], [0.0, -0.2, 0.0], [-0.2, 0.3, 0.2], [-1.2, 0.4, 0.3], [0.0, 0.0, 0.2], [0.1, -0.1, 0.4], [-0.1, -0.1, 0.1], [0.1, 0.3, -0.2], [-0.1, -0.1, 0.1], [0.2, 0.0, -0.2], [0.4, 0.3, -0.1], [0.0, -0.1, 0.1], [0.4, -0.2, 0.5], [-0.1, 0.1, 0.1], [0.0, -0.1, -0.1], [0.1, 0.0, 0.1], [-0.2, 0.0, -0.3], [0.2, 0.2, 0.1], [-6.4, -1.9, -1.8], [0.0, 2.6, 0.9], [-0.5, -0.4, 1.6], [-0.2, 0.0, 1.3], [0.2, 0.0, 0.2], [0.1, 0.0, -0.1], [0.1, -0.3, 0.2], [-0.3, 0.0, -0.2], [0.7, -0.4, -0.7], [-0.2, 0.1, -0.3], [0.0, -0.1, 0.1], [-0.1, 0.0, -0.1], [0.2, 0.0, 0.0], [1.0, -2.1, 2.5], [-0.1, -0.1, -0.1], [0.0, 0.2, -0.1], [0.0, 0.0, -0.1], [0.0, -0.1, -0.1], [0.0, -0.3, 0.0], [-0.1, 0.2, -0.1], [0.0, 0.1, 0.1], [1.7, -1.3, -0.2], [0.4, -0.3, -1.8], [0.2, 0.3, -0.2], [1.3, 2.3, -2.5], [-0.1, -0.1, -0.1], [0.0, -0.2, -0.1], [3.3, 3.8, 1.9], [-0.7, -1.4, 0.8], [-0.4, 0.0, 0.0], [1.5, -0.6, -1.2], [-0.7, 0.0, -0.4], [-7.4, -0.9, 2.8], [-0.1, 3.1, 0.0], [0.1, 0.0, -0.1], [0.1, -0.3, 0.0], [0.2, -0.2, 0.0], [0.1, 0.0, 0.0], [-0.1, -0.1, -0.1], [0.1, -0.3, 0.1], [0.1, 0.1, -0.1], [0.1, -0.1, 0.0], [0.0, 0.0, 0.2], [-0.5, -0.2, -0.1], [-0.4, 1.1, -0.5], [-0.1, 0.0, 0.1], [0.1, 0.0, 0.2], [-0.1, -0.1, 0.0], [-1.7, 0.5, 0.6], [-0.1, 0.1, 0.0], [0.1, 0.1, 0.1], [-0.2, 0.1, 0.1], [-0.5, 0.1, -0.1], [1.0, -2.1, 3.2], [0.6, 0.1, -0.4], [-0.1, -0.6, -0.6], [0.2, -2.4, -2.3], [-0.5, 0.1, -0.1], [0.4, -0.2, 0.0], [-0.1, 0.1, 0.0], [0.0, 0.2, 0.0], [2.5, 1.3, 0.0], [-2.4, 1.4, 0.1], [6.9, -1.3, -2.8]], "lowdin_charge": [0.159, 0.090, 0.133, 0.072, 0.160, 0.084, 0.133, 0.073, -0.070, 0.078, -0.076, 0.072, -0.023, 0.080, 0.092, -0.124, -0.191, 0.128, 0.069, -0.105, 0.083, 0.165, -0.191, 0.078, -0.096, -0.421, 0.107, 0.094, 0.073, 0.089, 0.075, 0.095, 0.122, 0.077, 0.111, 0.092, -0.191, -0.430, 0.071, -0.430, 0.072, 0.114, -0.430, 0.065, -0.198, 0.067, -0.198, 0.043, 0.081, -0.190, 0.119, 0.061, 0.122, -0.208, -0.070, 0.488, -0.092, 0.102, -0.006, 0.076, 0.090, -0.072, -0.102, 0.120, -0.100, 0.073, 0.122, 0.073, -0.106, 0.137, 0.079, 0.123, 0.062, 0.034, 0.069, 0.118, 0.137, 0.083, 0.038, -0.232, 0.070, 0.036, -0.353, -0.341, -0.196, -0.213, -0.091, 0.204, -0.255, 0.065, -0.199, 0.066, 0.076, 0.076, -0.063, 0.123, 0.136, 0.092, -0.431, 0.070, 0.122, 0.081, 0.072, 0.068, 0.070, 0.074, 0.072, -0.191, -0.241, 0.056, 0.067, 1.011, 0.029, -0.111, 0.084, 0.123, -0.454, 0.112, -0.089]}